Entry a
{"formula": "CHO3Rb", "method": "ωB97M-V with the def2-TZVPD basis set", "symbols": ["Rb", "O", "C", "O", "O", "H"], "positions_angstrom": [[0.743, 3.220, -1.420], [0.610, -0.882, 0.983], [-0.296, -0.327, 0.085], [-1.143, -1.118, -0.377], [-0.171, 0.893, -0.199], [0.257, -1.787, 0.928]], "lumo_ev": -1.16, "homo_lumo_gap_ev": 6.6}

Entry b
{"formula": "CHO3Rb", "method": "ωB97M-V with the def2-TZVPD basis set", "symbols": ["Rb", "O", "C", "O", "O", "H"], "positions_angstrom": [[-14.815, -25.057, 12.772], [-11.800, -25.797, 14.524], [-12.175, -24.816, 13.716], [-11.336, -24.429, 12.916], [-13.300, -24.319, 13.802], [-10.895, -25.880, 14.217]], "lumo_ev": -0.54, "homo_lumo_gap_ev": 8.0}

Most favorable first, least favorable last: entry a, entry b

Entry a
{"formula": "C14H18N2O5", "method": "ωB97M-V with the def2-TZVPD basis set", "symbols": ["N", "C", "C", "C", "C", "C", "C", "C", "C", "C", "O", "N", "C", "C", "C", "C", "O", "O", "C", "O", "O", "H", "H", "H", "H", "H", "H", "H", "H", "H", "H", "H", "H", "H", "H", "H", "H", "H", "H"], "positions_angstrom": [[-0.815, -1.754, 1.911], [-0.155, -1.411, 0.642], [-1.092, -1.052, -0.579], [-2.441, -0.479, -0.343], [-3.483, -0.981, -1.074], [-4.825, -0.554, -0.875], [-5.166, 0.543, -0.053], [-4.025, 1.121, 0.564], [-2.777, 0.561, 0.550], [0.628, -0.214, 0.990], [0.239, 0.730, 1.690], [2.005, -0.478, 0.900], [2.572, -0.676, -0.435], [2.600, 0.687, -1.314], [3.127, 2.144, -0.754], [2.007, 2.645, 0.087], [1.929, 2.981, 1.273], [0.855, 2.415, -0.491], [3.948, -1.405, -0.196], [4.664, -1.677, -1.123], [4.116, -1.655, 1.117], [-0.372, -2.457, 2.486], [-1.749, -1.987, 1.590], [0.546, -2.316, 0.335], [-0.729, -0.241, -1.235], [-1.077, -1.990, -1.247], [-3.259, -1.791, -1.757], [-5.595, -0.939, -1.474], [-6.149, 0.892, 0.147], [-4.073, 2.053, 1.056], [-1.834, 0.895, 1.138], [2.345, 0.459, 1.282], [1.998, -1.446, -0.932], [3.330, 0.292, -2.235], [1.654, 0.670, -1.752], [3.264, 2.880, -1.505], [4.111, 2.181, -0.219], [0.260, 2.566, 0.241], [3.419, -1.214, 1.598]], "lumo_ev": 0.37, "homo_lumo_gap_ev": 9.7, "smiles": "N[C@@H](Cc1ccccc1)C(=O)N[C@@H](CCC(=O)O)C(=O)O"}

Entry b
{"formula": "C14H18N2O5", "method": "ωB97M-V with the def2-TZVPD basis set", "symbols": ["C", "O", "C", "C", "N", "C", "O", "C", "C", "O", "C", "O", "C", "C", "C", "O", "C", "C", "C", "N", "C", "H", "H", "H", "H", "H", "H", "H", "H", "H", "H", "H", "H", "H", "H", "H", "H", "H", "H"], "positions_angstrom": [[1.365, 0.944, -5.207], [2.013, 0.827, -3.969], [2.015, 2.023, -3.229], [2.799, 1.802, -1.937], [2.218, 0.741, -1.153], [2.918, -0.342, -0.773], [4.116, -0.463, -0.901], [2.068, -1.455, -0.141], [2.047, -2.650, -1.090], [0.730, -1.015, 0.093], [0.320, -0.891, 1.373], [1.028, -1.139, 2.324], [-1.057, -0.426, 1.419], [-1.873, -0.168, 0.313], [-3.089, 0.250, 0.843], [-4.320, 0.659, 0.467], [-4.986, 0.902, 1.623], [-4.238, 0.668, 2.740], [-2.984, 0.237, 2.243], [-1.746, -0.176, 2.590], [-1.275, -0.312, 3.943], [0.310, 1.221, -5.082], [1.850, 1.696, -5.842], [1.430, -0.031, -5.686], [0.979, 2.325, -2.996], [2.484, 2.835, -3.806], [3.822, 1.495, -2.165], [2.817, 2.736, -1.364], [1.213, 0.710, -1.067], [2.523, -1.734, 0.818], [1.558, -2.371, -2.021], [3.070, -2.948, -1.301], [1.511, -3.482, -0.640], [-1.593, -0.292, -0.713], [-5.999, 1.241, 1.525], [-4.551, 0.789, 3.756], [-0.247, -0.664, 3.932], [-1.324, 0.652, 4.453], [-1.899, -1.026, 4.484]], "lumo_ev": 0.55, "homo_lumo_gap_ev": 8.7, "smiles": "COCCNC(=O)[C@H](C)OC(=O)c1cc2occc2n1C"}

Most favorable first, least favorable last: entry b, entry a

Entry a
{"formula": "CuI", "method": "ωB97M-V with the def2-TZVPD basis set", "symbols": ["Cu", "I"], "positions_angstrom": [[2.223, 0.115, -0.044], [-2.223, -0.115, 0.044]], "lumo_ev": -3.58, "homo_lumo_gap_ev": 4.1}

Entry b
{"formula": "CuI", "method": "ωB97M-V with the def2-TZVPD basis set", "symbols": ["Cu", "I"], "positions_angstrom": [[-1.364, 0.049, -0.493], [1.364, -0.049, 0.493]], "lumo_ev": -2.04, "homo_lumo_gap_ev": 6.6}

Most favorable first, least favorable last: entry b, entry a

Entry a
{"formula": "C4H6ClN3", "method": "ωB97M-V with the def2-TZVPD basis set", "symbols": ["C", "C", "C", "C", "N", "N", "N", "Cl", "H", "H", "H", "H", "H", "H"], "positions_angstrom": [[0.682, 1.043, 1.704], [2.482, -0.194, 0.893], [-1.940, -0.255, -1.018], [-0.424, -0.650, -1.102], [1.974, 0.521, 1.758], [-0.068, 0.784, 0.751], [0.385, 0.030, -0.140], [3.946, -0.787, 0.532], [0.382, 1.740, 2.425], [-2.605, -0.651, -0.140], [-2.573, -0.390, -1.921], [-1.805, 0.890, -0.805], [0.023, -0.353, -2.091], [-0.461, -1.728, -0.847]], "lumo_ev": [-0.57, -0.57], "homo_lumo_gap_ev": [7.2, 7.2]}

Entry b
{"formula": "C4H6ClN3", "method": "ωB97M-V with the def2-TZVPD basis set", "symbols": ["C", "C", "C", "N", "N", "C", "N", "Cl", "H", "H", "H", "H", "H", "H"], "positions_angstrom": [[-1.573, 0.350, 0.786], [-0.234, -0.237, 0.556], [0.309, -1.448, 0.856], [1.472, -1.640, 0.186], [1.859, -0.702, -0.500], [0.810, 0.403, -0.435], [0.408, 0.873, -1.675], [1.525, 1.720, 0.670], [-1.716, 0.811, -0.187], [-1.725, 1.123, 1.539], [-2.201, -0.476, 0.888], [-0.148, -2.166, 1.558], [1.213, 1.299, -2.078], [0.003, 0.090, -2.164]], "lumo_ev": -0.32, "homo_lumo_gap_ev": 8.8, "smiles": "CC1=CN=N[C@]1(N)Cl"}

Most favorable first, least favorable last: entry b, entry a

Entry a
{"formula": "C10H24F2N4", "method": "ωB97M-V with the def2-TZVPD basis set", "symbols": ["N", "C", "C", "C", "N", "C", "C", "C", "C", "F", "F", "N", "C", "C", "C", "N", "H", "H", "H", "H", "H", "H", "H", "H", "H", "H", "H", "H", "H", "H", "H", "H", "H", "H", "H", "H", "H", "H", "H", "H"], "positions_angstrom": [[4.442, 0.974, -0.291], [4.234, -0.342, 0.441], [3.288, -1.381, -0.108], [1.939, -0.945, -0.495], [1.154, -2.133, -0.808], [0.362, -2.635, 0.272], [-0.781, -1.753, 0.645], [-1.679, -1.221, -0.530], [-2.843, -0.314, 0.180], [-3.434, -0.920, 1.237], [-3.937, -0.248, -0.681], [-2.404, 0.988, 0.419], [-2.042, 1.822, -0.748], [-0.519, 2.080, -0.877], [0.195, 2.906, 0.367], [1.561, 2.598, 0.697], [5.142, 1.486, 0.266], [3.616, 1.593, -0.394], [5.247, -0.860, 0.573], [3.991, -0.134, 1.505], [3.600, -1.798, -1.115], [3.394, -2.098, 0.776], [1.863, -0.256, -1.484], [1.406, -0.155, 0.244], [0.566, -1.926, -1.551], [1.066, -2.806, 1.100], [0.096, -3.618, 0.054], [-1.440, -2.282, 1.369], [-0.293, -0.855, 1.191], [-1.122, -0.464, -1.217], [-2.052, -2.053, -1.148], [-3.024, 1.427, 1.025], [-2.286, 1.256, -1.686], [-2.625, 2.807, -0.547], [0.090, 1.102, -1.171], [-0.276, 2.683, -1.798], [-0.404, 2.618, 1.200], [-0.029, 3.958, 0.298], [1.558, 1.571, 0.885], [2.048, 3.017, 1.613]], "lumo_ev": 0.83, "homo_lumo_gap_ev": 9.7, "smiles": "NCCCNCCCC(F)(F)NCCCN"}

Entry b
{"formula": "C10H24F2N4", "method": "ωB97M-V with the def2-TZVPD basis set", "symbols": ["C", "C", "C", "C", "C", "C", "C", "C", "C", "C", "H", "H", "H", "H", "H", "H", "H", "H", "H", "H", "H", "H", "H", "H", "H", "H", "H", "H", "H", "H", "H", "H", "H", "H", "N", "N", "N", "N", "F", "F"], "positions_angstrom": [[0.081, 4.361, 1.549], [-0.893, 3.337, 2.278], [-1.701, 2.527, 1.388], [0.335, 1.233, 0.577], [0.110, 0.230, -0.769], [1.528, -0.527, -0.863], [1.252, -1.767, 0.110], [0.314, -3.205, -1.620], [-0.394, -2.497, -2.779], [-1.959, -2.553, -2.578], [1.346, 6.045, 2.261], [1.571, 4.513, 2.741], [-0.544, 5.038, 0.871], [0.879, 3.776, 0.952], [-0.169, 2.836, 2.906], [-1.445, 3.615, 3.159], [-2.551, 3.144, 0.968], [-2.068, 1.626, 1.864], [-1.237, 1.953, -0.581], [0.179, 0.627, 1.554], [1.377, 1.946, 0.486], [-0.957, -0.547, -0.535], [0.245, 0.750, -1.849], [1.754, -0.861, -1.793], [2.302, 0.276, -0.602], [-0.112, -3.163, 0.343], [1.343, -3.481, -2.132], [-0.168, -4.253, -1.510], [-0.093, -2.980, -3.795], [-0.025, -1.414, -2.625], [-2.364, -2.036, -3.468], [-2.248, -3.593, -2.442], [-2.223, -1.820, -0.474], [-3.134, -1.030, -1.683], [0.789, 5.133, 2.591], [-0.739, 2.197, 0.317], [0.165, -2.566, -0.386], [-2.606, -1.929, -1.411], [1.097, -1.683, 1.448], [2.573, -2.501, 0.091]], "lumo_ev": 0.76, "homo_lumo_gap_ev": 9.2}

Most favorable first, least favorable last: entry a, entry b